Formula: C4H13NO2
Source: the Open Molecules 2025 dataset
Level of theory: ωB97M-V/def2-TZVPD

As for the relative energy (zero: lowest compared OMol25 entry of this formula, charge and spin): 181.0 kcal per mole. Its net charge is 0. The calculation puts the HOMO energy at -7.8286 eV. The orbital gap is 4.451 eV. As for the LUMO energy: -3.38 eV.

```
20
Properties=species:S:1:pos:R:3:forces:R:3
C 1.0052 -0.1789 -1.7000 0.1 -1.2 -0.5
N 1.3187 -0.8017 -0.4354 -1.0 -0.5 0.6
C 0.2139 -0.9457 0.4795 1.2 2.0 -1.2
C -1.1014 -1.0504 -0.0958 -0.9 -2.1 1.7
C -2.2097 -0.3539 0.5848 0.8 1.4 0.0
O -2.2087 1.0582 0.3141 -0.2 -0.3 -0.1
H 1.9331 -0.0816 -2.2618 -0.1 0.3 0.1
H 0.4959 0.7988 -1.6373 0.0 0.0 0.4
H 0.3775 -0.8663 -2.2663 0.1 0.3 -0.3
H 2.0533 -0.2632 0.1125 0.7 0.8 0.4
H 0.2598 -0.0872 1.1711 0.1 -0.2 0.3
H 0.3706 -1.8721 1.0760 -0.3 -0.1 -0.1
H -1.3791 -1.9873 -0.5790 0.3 0.5 -0.9
H 0.3835 2.7424 0.0705 -0.2 0.3 0.0
H -3.1861 -0.7236 0.3718 -0.6 -0.4 -0.2
H -1.9917 -0.4484 1.6597 -0.1 -0.3 0.2
H 1.0715 2.8969 0.3099 0.0 -0.2 -0.1
H 2.6556 1.4173 1.5574 0.0 -0.6 -0.6
H -1.3773 1.2821 -0.1143 0.1 0.2 0.0
O 2.5456 1.1195 0.6333 0.0 -0.1 0.3
```
Forces are in eV/Å.

Results of the Mulliken charge analysis, in e, for atoms 1 through 4: atom 1 (C): -0.752, atom 2 (N): -0.286, atom 3 (C): -0.282, atom 4 (C): -0.339

---

Formula: C2H8N2
Source: the Open Molecules 2025 dataset
Level of theory: ωB97M-V/def2-TZVPD

As for the relative energy (zero: lowest compared OMol25 entry of this formula, charge and spin): 91.6 kcal per mole. Its net charge is 0. The calculation puts the HOMO energy at -8.3453 eV. As for the SMILES: CNCN. The orbital gap is 9.451 eV. As for the LUMO energy: 1.11 eV.

```
12
Properties=species:S:1:pos:R:3:forces:R:3
C 0.7942 0.1072 1.5457 1.5 2.6 -1.1
N 0.3406 0.7382 -0.1173 1.8 -1.2 6.1
C -0.4445 -0.3860 -0.1529 -3.0 1.0 -6.9
N -0.8545 0.1279 -1.8094 0.3 -1.5 1.1
H 0.6112 0.9825 2.1629 0.2 0.0 0.0
H 1.8569 -0.0652 1.3861 0.0 0.1 0.4
H 0.3666 -0.7532 2.0624 -0.5 -0.2 -1.0
H 1.1719 0.5739 -0.6850 -0.1 -0.1 0.2
H -1.3900 -0.3300 0.3779 0.3 -0.1 0.3
H -0.0322 -1.3760 -0.3320 0.0 -0.1 0.3
H -0.8998 -0.5153 -2.5983 -0.5 0.1 0.4
H -1.5202 0.8961 -1.8401 0.0 -0.6 0.1
```
Forces are in eV/Å.

Results of the Mulliken charge analysis, in e, for atoms 1 through 4: atom 1 (C): -0.818, atom 2 (N): -0.437, atom 3 (C): -0.268, atom 4 (N): -0.613

---

Formula: C18H29N3
Source: the Open Molecules 2025 dataset
Level of theory: ωB97M-V/def2-TZVPD

As for the relative energy (zero: lowest compared OMol25 entry of this formula, charge and spin): 1.6 kcal per mole. Its net charge is 0. The calculation puts the HOMO energy at -7.9931 eV. As for the SMILES: CC(C)CCN1C(Nc2ccccc2)=NC[C@@H]1CC(C)C. The orbital gap is 8.853 eV. As for the LUMO energy: 0.86 eV.

```
50
Properties=species:S:1:pos:R:3:forces:R:3
C 0.9053 3.3999 2.2545 0.2 -0.2 -0.2
C 0.7811 2.3052 1.1951 -0.3 0.1 0.1
C 0.2723 2.9148 -0.1098 0.3 -0.1 0.1
C -0.1555 1.1883 1.6816 0.3 -0.2 -0.1
C 0.2527 -0.2317 1.2615 -0.2 0.2 0.4
N 0.3839 -0.4580 -0.1569 -0.2 0.1 0.0
C -0.4052 -1.3474 -0.8498 0.4 -0.1 -0.5
N -1.5851 -1.8236 -0.3069 0.0 -0.5 0.1
C -2.6648 -1.0015 0.0291 -0.3 0.3 0.2
C -2.6991 0.3480 -0.3104 0.0 -0.2 -0.1
C -3.7713 1.1337 0.0704 -0.1 0.0 0.0
C -4.8257 0.5865 0.7809 -0.1 0.1 0.0
C -4.8076 -0.7622 1.0979 -0.1 0.0 0.0
C -3.7385 -1.5534 0.7261 0.1 0.0 -0.1
N 0.0387 -1.7532 -1.9762 -0.7 -0.3 -0.1
C 1.3302 -1.1426 -2.1836 0.1 0.1 0.0
C 1.6379 -0.3175 -0.9036 0.4 0.1 -0.1
C 2.8754 -0.8430 -0.1681 -0.1 0.2 -0.2
C 4.1793 -0.6076 -0.9417 0.0 0.0 0.3
C 5.2945 -1.4632 -0.3420 -0.2 0.1 -0.2
C 4.5858 0.8645 -0.9140 -0.1 -0.2 -0.2
H 1.3366 3.0045 3.1716 0.0 0.0 0.1
H 1.5428 4.2057 1.8971 0.1 0.1 0.0
H -0.0738 3.8143 2.4856 -0.1 0.1 0.0
H 1.7772 1.8837 1.0252 0.1 0.0 0.0
H 0.9882 3.6343 -0.5028 0.0 0.1 -0.1
H 0.1065 2.1482 -0.8613 -0.1 -0.1 -0.2
H -0.6701 3.4310 0.0632 -0.1 0.1 0.0
H -0.1747 1.1839 2.7740 -0.1 0.0 0.1
H -1.1707 1.3926 1.3413 0.0 0.0 0.1
H 1.1956 -0.4817 1.7587 -0.1 0.0 0.0
H -0.5073 -0.9247 1.6348 0.2 0.0 0.0
H -1.8449 -2.7170 -0.7026 0.1 0.1 -0.1
H -1.8933 0.7664 -0.8932 0.1 0.1 0.0
H -3.7874 2.1793 -0.2017 0.0 0.1 0.0
H -5.6617 1.2028 1.0750 -0.1 0.1 0.0
H -5.6330 -1.2010 1.6393 -0.1 0.0 0.0
H -3.7256 -2.6060 0.9697 0.0 -0.1 0.1
H 2.0707 -1.9280 -2.3595 0.1 0.1 0.0
H 1.2885 -0.5139 -3.0775 0.1 0.0 0.0
H 1.7921 0.7376 -1.1495 0.0 -0.1 0.0
H 2.9746 -0.3511 0.8019 0.1 -0.1 0.1
H 2.7422 -1.9137 0.0082 0.0 -0.1 0.1
H 4.0364 -0.9080 -1.9846 0.0 0.0 0.0
H 6.2266 -1.3056 -0.8796 0.1 0.0 0.0
H 5.4536 -1.2020 0.7025 0.0 0.0 0.1
H 5.0428 -2.5198 -0.3972 0.0 -0.1 0.0
H 4.7320 1.1997 0.1112 0.0 0.1 0.1
H 3.8297 1.4925 -1.3778 -0.1 0.2 0.0
H 5.5185 1.0068 -1.4550 0.1 0.1 0.0
```
Forces are in eV/Å.

Results of the Mulliken charge analysis, in e, for atoms 1 through 4: atom 1 (C): -1.745, atom 2 (C): 1.423, atom 3 (C): -1.652, atom 4 (C): -0.564

---

Formula: C4H9NO2
Source: the Open Molecules 2025 dataset
Level of theory: ωB97M-V/def2-TZVPD

As for the relative energy (zero: lowest compared OMol25 entry of this formula, charge and spin): 126.6 kcal per mole. Its net charge is 0. The calculation puts the HOMO energy at -8.5875 eV. The orbital gap is 9.465 eV. As for the LUMO energy: 0.88 eV.

```
16
Properties=species:S:1:pos:R:3:forces:R:3
C 0.4794 1.7946 -0.8341 0.2 0.0 -0.1
N -0.7017 1.6601 0.0261 -0.2 -0.2 0.1
C -1.5047 0.6429 0.3125 0.2 -0.1 -0.1
O -1.3751 -0.6441 -0.0329 -0.1 0.2 0.1
C -0.1747 -1.2558 -0.5412 0.2 0.0 -0.1
C 0.7380 -1.6350 0.6102 -0.1 -0.3 -0.1
O 1.2831 -0.5124 1.2711 -0.2 0.1 0.2
H 0.7663 2.8493 -0.8450 -0.1 -0.2 0.0
H 1.2994 1.2095 -0.4094 -0.1 0.1 -0.1
H 0.2991 1.4761 -1.8666 0.0 0.0 0.1
H -1.9410 1.8136 0.0689 -0.1 0.2 0.0
H -0.5199 -2.1538 -1.0614 0.1 0.1 0.1
H 0.3423 -0.6130 -1.2544 -0.1 -0.1 0.1
H 0.1856 -2.2841 1.3046 0.1 0.1 -0.1
H 1.5846 -2.2056 0.2157 -0.1 0.1 0.0
H 0.5660 -0.0529 1.7307 0.2 -0.1 0.0
```
Forces are in eV/Å.

Results of the Mulliken charge analysis, in e, for atoms 1 through 4: atom 1 (C): -0.768, atom 2 (N): -0.214, atom 3 (C): -0.306, atom 4 (O): -0.281